Entry 1:
# C3H8N2O2S

One molecule with the formula C3H8N2O2S (ωB97M-V/def2-TZVPD, OMol25).

Geometry as XYZ:
```
16
C3H8N2O2S ωB97M-V/def2-TZVPD
S 2.364 0.418 -0.058
O 2.081 -0.440 -1.443
O 3.158 -0.485 0.748
N -0.137 1.468 0.100
N -0.034 -0.923 0.415
C -1.524 0.871 -0.091
C -1.391 -0.662 -0.189
C 0.631 0.339 0.670
H -0.206 -1.381 1.241
H -2.121 -1.161 0.364
H -2.065 1.164 0.738
H -1.426 -1.109 -1.216
H 1.671 -1.398 -1.194
H 0.690 0.449 1.752
H -1.818 1.203 -0.986
H 0.128 1.647 -0.850
```

Output
- ΔE to the lowest compared entry with this formula, charge and spin: 1.5589 eV
- Gap between HOMO and LUMO: 9.83 eV
- E_LUMO: 0.71 eV
- Charge: 0
- HOMO energy: -9.118 eV



Entry 2:
# C4HF2NO2

One molecule with the formula C4HF2NO2 (ωB97M-V/def2-TZVPD, OMol25).

Geometry as XYZ:
```
10
C4HF2NO2 ωB97M-V/def2-TZVPD
F 2.459 0.975 0.581
F 2.248 -1.019 -1.661
O -2.732 0.458 -0.052
O -2.177 -1.448 -0.861
N -1.926 -0.448 -0.302
C -0.798 -0.164 0.339
C 1.277 -0.592 -0.813
C 1.376 0.284 0.208
C 0.111 0.595 0.854
H 0.161 1.360 1.708
```

Output
- ΔE to the lowest compared entry with this formula, charge and spin: 6.3829 eV
- Gap between HOMO and LUMO (alpha / beta): 7.28 / 7.27 eV
- E_LUMO (alpha / beta): -2.44 / -2.44 eV
- Charge: 0
- HOMO energy (alpha / beta): -9.714 / -9.714 eV



Entry 3:
# C34H40FN3O3S3Sn

C34H40FN3O3S3Sn as an isolated structure (ωB97M-V/def2-TZVPD, OMol25).

Geometry as XYZ:
```
85
C34H40FN3O3S3Sn ωB97M-V/def2-TZVPD
Sn 1.966 0.861 2.866
S 1.810 2.606 -2.878
S 3.842 4.301 0.439
S 0.426 2.941 0.228
F -4.155 -1.308 0.905
O 0.651 -0.760 1.742
O 3.155 0.386 0.878
O 4.028 -0.728 -0.870
N 0.402 -2.071 -2.089
N -4.428 -2.321 -1.730
N -6.025 -2.331 -3.583
C -2.021 -2.202 -1.882
C 3.336 -0.548 3.899
C 1.586 -1.612 -1.579
C -0.761 -1.892 -1.358
C 0.709 3.079 4.728
C -0.317 3.632 -1.275
C 3.111 -0.960 5.216
C 4.017 -1.775 5.889
C -1.826 -1.147 0.675
C -5.653 -1.694 -1.244
C -0.673 -1.360 -0.067
C 5.423 -1.798 3.944
C 0.363 -2.795 -3.334
C 3.343 3.293 -2.158
C 1.046 4.415 1.066
C 1.111 1.851 5.276
C 3.123 -0.437 -0.082
C -3.167 -2.002 -1.135
C 0.188 0.857 4.845
C -5.463 -3.715 -3.422
C 2.227 5.126 0.413
C 1.752 -1.053 -0.360
C 0.633 -1.024 0.542
C 5.176 -2.199 5.251
C 1.319 -2.460 -4.426
C -0.461 2.858 3.968
C 3.634 2.903 -0.701
C 4.513 -0.980 3.279
C -0.777 1.495 4.026
C 0.596 3.896 -2.482
C -3.043 -1.478 0.151
C -6.740 -1.918 -2.328
C -4.683 -3.713 -2.086
C -0.135 -2.116 -4.582
H -1.736 -0.734 1.675
H 4.725 -0.669 2.261
H 6.326 -2.125 3.438
H -0.837 4.554 -0.998
H 1.205 4.027 4.893
H -7.314 -1.019 -2.528
H 4.576 2.361 -0.623
H -6.285 -4.425 -3.426
H 2.460 -1.693 -2.211
H 0.100 -3.840 -3.212
H 3.294 4.373 -2.288
H -1.072 2.894 -1.554
H -5.472 -0.632 -1.097
H -3.746 -4.247 -2.196
H 2.216 -0.637 5.737
H 5.884 -2.834 5.771
H 0.213 5.118 1.169
H 2.413 6.049 0.967
H 4.128 2.923 -2.815
H -6.006 -2.109 -0.300
H -0.398 -1.068 -4.502
H 3.822 -2.076 6.912
H -7.422 -2.722 -2.063
H 1.945 1.702 5.950
H 1.726 -3.280 -5.000
H -0.741 -2.692 -5.272
H -4.818 -3.904 -4.278
H 1.307 4.054 2.060
H -1.636 1.020 3.568
H -1.017 3.609 3.420
H -0.018 4.002 -3.379
H -6.593 -2.232 -4.419
H 2.005 -1.637 -4.272
H 1.148 4.826 -2.362
H 0.167 -0.180 5.157
H 2.870 2.242 -0.310
H -5.198 -1.725 -3.629
H -2.111 -2.570 -2.897
H -5.268 -4.218 -1.308
H 2.005 5.414 -0.615
```

Output
- ΔE to the lowest compared entry with this formula, charge and spin: 0.0000 eV
- Gap between HOMO and LUMO: 3.64 eV
- E_LUMO: -1.85 eV
- Charge: 0
- HOMO energy: -5.490 eV



Entry 4:
# C58H60CsN6O2P2S4Sb

C58H60CsN6O2P2S4Sb as an isolated structure (ωB97M-V/def2-TZVPD, OMol25).

Geometry as XYZ:
```
134
C58H60CsN6O2P2S4Sb ωB97M-V/def2-TZVPD
Cs -2.883 1.605 0.789
Sb -6.034 1.795 2.337
S -4.204 1.875 3.840
S -5.634 -0.054 0.929
S -8.031 1.608 3.460
S -5.923 3.671 0.926
P -1.247 -3.207 -0.240
P 2.808 -0.666 0.625
O -1.040 1.380 -4.594
O 1.815 -3.498 0.694
N -0.653 2.672 2.577
N -3.003 0.314 -5.017
N 0.237 3.324 -0.199
N -2.318 3.467 -1.630
N -4.560 0.997 -2.664
N -2.264 4.341 1.036
C -2.134 -0.847 3.612
C 0.747 -2.934 -2.200
C -1.061 3.852 -2.235
C -6.751 0.365 -1.941
C 0.727 2.860 2.179
C -1.948 4.786 2.243
C 3.296 1.351 -1.176
C -2.219 6.093 2.636
C -0.956 -5.829 0.391
C 3.783 1.936 -2.332
C -0.236 -4.641 0.343
C 4.633 1.220 -3.168
C -2.837 -2.118 1.703
C -5.717 1.290 -2.083
C -2.810 6.943 1.717
C 4.448 1.363 1.860
C 3.658 0.049 -0.823
C -2.825 5.151 0.145
C 4.991 -0.077 -2.832
C 3.219 -5.977 1.399
C -2.080 1.284 -5.225
C -3.101 6.479 0.444
C 4.512 -0.657 -1.663
C -3.150 -1.409 2.857
C 5.220 -4.473 1.609
C -6.558 -0.914 -2.412
C -1.322 3.797 3.210
C 1.383 -0.840 -3.201
C 3.313 0.880 4.348
C -5.331 -1.239 -2.987
C 3.865 -4.606 1.332
C 1.121 -4.691 0.717
C 3.476 0.375 1.987
C 2.911 0.147 3.243
C 3.774 -2.202 0.955
C 4.842 2.110 2.965
C 5.130 -2.123 1.242
C 1.476 -2.223 -3.143
C -0.496 -1.646 2.031
C 1.739 -5.881 1.078
C 0.906 3.799 0.990
C 3.147 -3.458 0.995
C 0.962 -7.038 1.123
C -0.071 -2.276 -1.282
C -0.014 4.316 -1.222
C -2.437 2.269 -6.321
C -4.367 -0.255 -3.095
C -3.188 4.550 -1.203
C 0.574 -0.177 -2.293
C -0.377 -7.022 0.798
C 5.865 -3.251 1.564
C 3.405 -6.560 2.809
C -3.059 -0.503 -3.807
C 3.895 -6.901 0.371
C 4.278 1.869 4.208
C -0.810 -0.959 3.194
C -1.511 -2.253 1.284
C -0.137 -0.888 -1.336
H -3.562 7.120 -0.298
H -2.824 2.814 -2.217
H -7.640 0.650 -1.399
H 0.812 -4.018 -2.181
H 6.922 -3.176 1.789
H -2.203 -0.227 -3.193
H -3.045 7.965 1.991
H -0.679 2.986 -2.780
H -1.999 -5.803 0.099
H 3.480 2.943 -2.593
H -1.184 4.664 -2.977
H 5.643 -0.646 -3.484
H 2.979 -7.562 2.873
H -4.184 -1.215 3.108
H -2.160 3.383 3.788
H -2.873 1.773 -7.189
H -2.402 -0.255 4.477
H 5.590 2.885 2.849
H -5.123 -2.242 -3.342
H -4.204 4.154 -1.079
H 2.145 -0.613 3.355
H 4.890 1.567 0.893
H 5.787 -5.360 1.868
H -3.648 -2.490 1.088
H -1.980 6.424 3.640
H 0.677 2.494 -0.580
H 0.473 0.900 -2.346
H 2.114 -2.754 -3.842
H 3.455 -7.900 0.402
H -0.738 1.852 3.163
H -3.228 5.367 -1.945
H 0.524 -1.708 1.683
H -0.965 -7.931 0.839
H -3.166 2.983 -5.932
H 5.613 -1.153 1.224
H 1.127 1.874 1.907
H 1.362 3.242 3.001
H -3.875 0.420 -5.507
H -1.540 2.808 -6.614
H 4.786 -1.677 -1.422
H -0.655 4.347 3.896
H -0.737 -0.337 -0.630
H -0.373 5.216 -0.715
H 5.004 1.670 -4.081
H 1.990 3.974 0.856
H 3.774 -6.506 -0.639
H -2.965 -1.560 -4.063
H 4.964 -6.995 0.578
H 0.892 4.616 -1.779
H 2.913 -5.932 3.553
H -0.023 -0.475 3.766
H 1.941 -0.280 -3.943
H 4.580 2.458 5.066
H -5.823 2.278 -1.643
H -7.322 -1.670 -2.281
H 1.429 -7.973 1.411
H 0.472 4.772 1.239
H 2.856 0.693 5.311
H 2.604 1.908 -0.549
H 4.464 -6.632 3.065
```

Output
- ΔE to the lowest compared entry with this formula, charge and spin: 0.0000 eV
- Gap between HOMO and LUMO: 3.83 eV
- E_LUMO: 3.00 eV
- Charge: -2
- HOMO energy: -0.833 eV